Entry 1:
Density functional theory data (ωB97M-V with the def2-TZVPD basis set) for a 9-piece molecular cluster, C25H25Cl32F2N2O5 overall.

Structure (XYZ):
```
91
Properties=species:S:1:pos:R:3:mulliken_charge:R:1
O 2.327 -1.233 0.893 -0.428
Cl -3.133 -3.097 -3.120 -0.049
Cl -0.173 3.436 0.496 -0.044
Cl 2.632 0.391 -5.977 -0.096
Cl -3.932 5.642 2.781 -0.098
Cl 10.233 -6.572 0.800 -0.087
C -2.768 2.271 2.126 -1.158
H 1.024 -1.256 2.482 0.426
C -3.025 -4.366 -0.113 -0.143
C -1.195 2.073 -2.300 -0.048
Cl -7.142 9.752 -1.761 -0.084
C 9.788 -6.279 -0.883 0.329
Cl 8.625 -3.385 1.990 -0.027
C -3.761 -2.273 1.559 0.620
C 7.961 -2.123 0.956 0.245
C -5.880 9.060 -2.778 0.369
H -2.739 -5.173 -0.772 0.416
O -2.574 0.580 -3.965 -0.232
C -2.650 -3.050 1.861 -0.383
N -2.446 1.474 -1.869 -0.076
H -2.859 2.333 3.205 0.527
N -2.332 0.834 -0.564 1.248
Cl 2.484 2.302 0.451 -0.035
Cl 9.281 -1.124 0.321 -0.089
H -5.120 -0.753 2.143 0.394
O -0.166 1.517 -2.371 0.047
F -4.093 0.082 -2.434 -0.204
C -2.669 -3.377 -4.818 0.246
H 0.031 0.477 1.374 0.042
Cl 0.041 1.647 -5.811 -0.091
Cl -6.724 6.327 2.999 -0.083
Cl 9.596 -0.174 3.346 -0.015
Cl -5.924 4.068 1.399 -0.104
F -1.386 3.334 -2.577 -0.250
Cl 0.551 -0.821 -4.400 -0.043
C -1.751 -0.597 -0.690 -0.057
C -5.479 5.711 1.925 0.317
Cl -6.435 7.520 -3.443 -0.096
H -1.417 -4.688 1.268 0.480
C 9.477 0.725 4.859 0.307
C 1.557 3.759 0.104 0.241
C -4.147 -3.612 -0.412 -1.493
H -4.191 1.751 -0.282 0.830
H -2.069 -2.840 2.748 0.472
H 4.232 -0.811 1.335 0.360
Cl 7.098 -2.865 -0.390 -0.097
C 3.584 -2.397 2.647 -1.034
H -1.041 -0.568 -1.518 0.545
Cl -5.491 10.168 -4.089 -0.091
H -5.400 -1.982 0.218 0.415
C -3.662 0.911 0.159 -0.561
H -3.092 3.183 1.636 0.232
C 3.341 -1.094 1.882 -0.146
Cl 10.978 1.598 5.157 -0.095
C -3.006 0.676 -2.885 0.357
Cl 9.168 -0.396 6.189 -0.100
Cl 2.090 5.086 1.119 -0.087
H -4.178 -1.414 3.479 0.504
Cl 8.036 -6.432 -1.062 -0.087
Cl -5.322 6.748 0.513 0.006
H 3.106 -0.270 2.563 0.323
Cl 8.138 1.877 4.742 -0.107
C 0.898 0.101 -5.871 0.279
H 4.644 -2.612 2.717 0.242
C -3.596 1.090 1.665 0.125
Cl 1.718 4.187 -1.588 -0.054
O -3.164 -0.065 2.326 -0.337
C 1.025 -1.423 1.404 -0.812
Cl 6.828 -1.125 1.883 -0.033
Cl -3.672 -4.663 -5.483 -0.095
O -1.178 -0.945 0.487 0.397
C -4.514 -2.570 0.428 -0.131
H -4.740 -3.822 -1.290 0.855
H -4.209 0.005 -0.084 -0.013
H 0.612 -0.076 -0.194 0.301
Cl 10.591 -7.457 -1.918 -0.097
C -2.285 -4.092 1.027 -0.665
Cl 10.285 -4.648 -1.345 -0.064
H -1.719 2.051 1.938 -0.111
H 0.651 -2.429 1.213 0.233
Cl -0.973 -3.857 -4.861 -0.091
H 3.171 -2.364 3.651 0.337
Cl -4.432 8.777 -1.796 -0.111
H -4.637 1.294 1.946 0.597
H -1.614 1.364 -0.051 -0.241
C 0.124 -0.399 0.728 -0.141
Cl 0.361 -0.814 -7.276 -0.076
H -2.571 -1.277 -0.914 -0.704
C -4.129 -1.106 2.436 -1.203
H 3.127 -3.213 2.092 0.283
Cl -2.906 -1.903 -5.748 -0.050
```

Output
2S+1 = 1
total charge = +1
strongest force on any atom = 0.9 eV/A
lowest unoccupied orbital energy = -2.9 eV


Entry 2:
Density functional theory data (ωB97M-V with the def2-TZVPD basis set) for C25H25ClF6HgN5O4P as an isolated structure.

Structure (XYZ):
```
68
Properties=species:S:1:pos:R:3:mulliken_charge:R:1
H 3.060 1.564 0.114 0.339
H 3.872 -2.021 3.280 0.449
H -4.740 -1.999 -0.891 0.433
H -0.357 -1.225 -2.873 0.239
H 5.386 1.235 0.924 0.445
F 1.474 -3.847 0.602 -0.405
C -2.785 -1.122 -0.732 -0.284
C -3.789 -1.820 -1.373 -1.017
H 1.744 -1.753 2.148 0.281
C -1.326 -1.450 -2.442 -0.364
N 2.316 -0.136 1.008 0.166
C -2.275 2.166 -0.954 -0.118
H -0.927 -2.717 0.988 0.305
H -4.969 3.681 0.377 0.411
H -2.296 -3.811 2.702 0.498
O 0.960 2.469 1.240 -0.737
H -2.633 -2.730 4.854 0.390
C -2.006 -2.219 4.134 -0.325
Hg 0.182 0.176 0.110 6.086
C -4.031 3.142 0.314 -0.347
O 1.171 4.535 0.148 -0.739
Cl 1.153 3.903 1.445 1.855
F 0.901 -2.069 -0.692 -1.546
N -1.639 1.772 0.146 0.230
C 2.419 0.730 -3.844 -0.969
C 1.937 0.289 -2.627 -0.151
C -1.427 -0.973 4.331 -1.111
C -1.133 -2.198 1.919 -0.167
H -0.280 0.568 3.443 0.625
C -2.115 2.169 1.321 0.030
C -3.496 -2.420 -2.586 -0.390
C 2.556 -1.078 1.917 -0.118
F 3.037 -2.875 -0.766 -0.353
H 1.284 3.898 -3.593 0.478
H -3.683 3.157 2.426 0.451
H -4.163 -3.075 -3.133 0.399
H 2.378 2.376 -5.233 0.411
H -3.970 3.092 -1.849 0.449
C 1.043 2.349 -2.144 -0.247
F 0.104 -4.135 -1.219 -0.374
H -1.839 1.919 -1.916 0.356
H -2.981 -0.673 0.237 0.440
C 1.443 2.853 -3.366 -1.025
O 0.050 4.398 2.230 -0.707
C 3.315 0.694 0.707 -0.241
H 2.124 -0.734 -2.318 0.205
H -1.531 -0.470 5.281 0.461
H -2.030 -2.584 -4.137 0.478
N 1.184 1.057 -1.836 -0.191
C -2.243 -2.208 -3.147 -0.789
F 1.668 -3.154 -2.554 -0.392
P 1.595 -3.552 -0.982 1.707
H 5.830 -0.641 2.519 0.408
F 2.242 -4.981 -1.241 -0.312
C -1.872 -2.838 2.898 -1.001
N -0.599 -0.991 2.096 -0.104
C -3.486 2.830 -0.919 -1.021
C 4.597 0.547 1.190 -1.103
C 2.093 2.011 -4.254 -0.311
C 4.842 -0.458 2.115 -0.235
C -0.742 -0.401 3.279 -0.342
H 2.992 0.062 -4.469 0.502
N -1.578 -0.925 -1.247 0.336
C -3.308 2.856 1.459 -1.082
O 2.395 4.113 2.129 -0.698
H 0.590 2.970 -1.378 0.328
C 3.791 -1.263 2.515 -1.053
H -1.475 1.964 2.167 0.180
```

Output
2S+1 = 1
total charge = 0
strongest force on any atom = 0.8 eV/A
lowest unoccupied orbital energy = 0.0 eV


Entry 3:
Density functional theory data (ωB97M-V with the def2-TZVPD basis set) for C25H25ClN2O5PRhS4 as an isolated structure.

Structure (XYZ):
```
64
Properties=species:S:1:pos:R:3:mulliken_charge:R:1
C -1.774 0.603 1.970 0.360
C 2.291 2.363 -3.570 -0.925
S -4.620 0.409 -3.018 -0.176
S -0.645 -1.231 -2.732 -0.329
C -0.393 -3.256 2.664 0.272
S -3.111 -0.587 -0.643 -0.331
H -3.037 3.694 1.168 0.399
H 3.014 2.575 -4.346 0.403
H 1.152 4.120 -3.911 0.400
S -2.422 -0.192 -4.883 -0.156
C -2.153 -0.532 -3.188 0.111
H -0.512 3.626 -2.165 0.395
H -4.038 -5.359 0.137 0.316
H -2.619 -6.121 -0.597 0.324
H 4.418 -1.504 -2.220 0.422
C -1.986 1.811 1.251 0.405
C -3.156 -0.272 -2.335 0.114
C -2.770 -4.005 -0.959 0.059
O -1.901 -3.731 0.171 -0.395
N 1.548 -0.244 -1.041 -0.179
C -3.390 -5.364 -0.740 -1.425
C 2.427 1.183 -2.797 1.225
H -3.988 -5.636 -1.611 0.400
C -2.901 2.774 1.724 -1.009
C 0.296 2.926 -2.330 -0.766
H 2.085 -4.139 -1.859 0.391
C 1.475 -5.883 -0.734 -1.425
O -0.907 -0.314 1.654 -0.904
C -3.455 1.359 3.566 -0.703
C 3.596 -0.807 -2.143 -1.064
N -0.511 1.342 -0.597 0.721
H -4.048 1.183 4.454 0.410
C 0.632 -3.640 3.700 -1.407
H -3.516 -3.215 -1.001 0.155
C -4.075 0.426 -4.705 0.581
O 0.237 -3.842 -1.069 -0.169
H 4.256 0.475 -3.708 0.438
C -1.273 2.144 0.053 0.218
H 1.041 -4.628 3.487 0.325
H -2.185 -3.981 -1.879 0.346
C 1.560 -4.388 -0.937 -0.076
H 0.166 -3.665 4.686 0.413
Rh -0.561 -0.714 -0.366 0.360
C -2.550 0.423 3.143 -0.475
H 1.451 -2.921 3.723 0.333
H 2.631 -1.880 -0.521 0.752
Cl -4.777 3.739 3.420 -0.245
O -4.739 0.825 -5.620 -0.578
H 0.826 -6.326 -1.490 0.325
H -1.342 3.185 -0.268 0.209
C 3.507 0.281 -2.951 -0.645
O 0.231 -3.389 1.359 -0.296
C 1.255 3.213 -3.331 -0.967
H 2.074 -3.922 -0.097 0.241
H 2.465 -6.332 -0.821 0.440
C 2.580 -1.029 -1.186 -0.256
H 1.068 -6.113 0.250 0.274
C -3.630 2.553 2.853 0.118
C 0.375 1.772 -1.614 -0.174
H -0.724 -2.226 2.784 -0.052
C 1.462 0.883 -1.827 0.784
H -1.261 -3.915 2.692 0.271
H -2.412 -0.499 3.693 0.435
P -0.524 -2.961 0.025 0.981
```

Output
2S+1 = 1
total charge = 0
strongest force on any atom = 2.2 eV/A
lowest unoccupied orbital energy = -0.9 eV